Molecular formula: C4H10NO3
Method: DFT, ωB97M-V/def2-TZVPD

XYZ file:
```
18
Properties=species:S:1:pos:R:3:nbo_charge:R:1
O -1.83195 1.87179 1.55369 -0.679
C -0.66522 2.10560 1.31376 0.802
O -0.34079 3.07317 0.40502 -0.707
C 0.51642 1.46874 1.90196 -0.855
H -1.16954 3.31394 -0.03630 0.472
H 1.25544 2.18462 2.25406 0.208
H 0.97055 0.84289 0.91400 0.388
H 0.20951 0.79911 2.70192 0.201
C 0.82609 -1.07044 -0.30817 -0.035
O 1.32294 0.20155 -0.33094 -0.895
C -0.07223 -1.32730 -1.52508 -0.235
N -0.41149 -2.73691 -1.72795 -0.855
H 1.59174 -1.87823 -0.33443 0.102
H 0.21920 -1.27374 0.60543 0.092
H -0.95842 -0.67848 -1.43442 0.144
H 0.44216 -0.94016 -2.40884 0.174
H -0.97126 -3.08553 -0.96331 0.340
H -0.93316 -2.87062 -2.58041 0.338
```

## Properties
* multiplicity: 1
* orbital gap: 7.03 eV
* LUMO: 3.81 eV
* HOMO: -3.219 eV
* largest force on an atom: 0.8 eV/Å
* relative energy (zero: lowest compared OMol25 entry of this formula, charge and spin): 2.4585 eV
* charge: -1